Record 1
C3H5NO3P as an isolated structure at a distorted geometry. Source: the Open Molecules 2025 dataset; level of theory: ωB97M-V/def2-TZVPD.

Values from the calculation:
- ΔE to the lowest compared entry with this formula, charge and spin (kcal per mole) = 10.4
- LUMO (eV) = 4.0
- charge = -1
- HOMO energy (eV) = -4.10
- energy (Eh) = -739.2250
- M (g/mol) = 134.05

Last column: Mulliken charge in e.
Positions of all 13 atoms, in Å:
C 0.339 2.112 -0.825  0.893
C -0.576 -1.286 -0.408  -0.510
C 0.201 1.494 0.525  -0.985
N -1.660 -0.446 -0.143  -0.534
O -0.784 1.877 -1.442  -0.463
O 1.233 2.743 -1.314  -0.668
O -2.766 1.805 0.420  -0.730
P -1.559 1.096 0.054  0.826
H 0.494 -0.686 -0.258  0.124
H -0.744 -2.023 0.383  0.187
H -0.668 -1.806 -1.287  0.225
H 0.274 2.104 1.398  0.334
H 0.840 0.715 0.819  0.300



Record 2
A 2-piece molecular cluster, C3H5NO3P overall at a distorted geometry. Source: the Open Molecules 2025 dataset; level of theory: ωB97M-V/def2-TZVPD.

Values from the calculation:
- ΔE to the lowest compared entry with this formula, charge and spin (kcal per mole) = 133.1
- LUMO (spin up / spin down) (eV) = -6.0 / -5.1
- charge = +1
- HOMO energy (spin up / spin down) (eV) = -13.61 / -12.87
- energy (Eh) = -738.6674
- M (g/mol) = 134.05

Last column: Mulliken charge in e.
Positions of all 13 atoms, in Å:
C -1.754 -0.320 0.162  0.990
C 0.260 1.948 0.107  -0.524
C -0.352 -0.225 0.239  -0.243
N 0.635 -0.875 -0.325  -0.313
O -2.303 -1.436 0.734  -0.488
O -4.849 -0.267 -0.992  -0.303
O -2.546 0.588 -0.254  -0.250
P -4.252 0.261 0.183  0.519
H 0.226 2.532 0.942  0.334
H 1.234 2.013 -0.400  0.308
H 0.530 -1.516 -1.257  0.303
H 1.540 -0.727 -0.015  0.263
H -1.591 -2.229 0.802  0.404



Record 3
A 2-piece molecular cluster, C3H5NO3S overall at a distorted geometry. Source: the Open Molecules 2025 dataset; level of theory: ωB97M-V/def2-TZVPD.

Values from the calculation:
- ΔE to the lowest compared entry with this formula, charge and spin (kcal per mole) = 37.6
- LUMO (eV) = 6.7
- charge = -2
- HOMO energy (eV) = 0.55
- energy (Eh) = -795.7550
- M (g/mol) = 135.14

Last column: Mulliken charge in e.
Positions of all 13 atoms, in Å:
C -1.990 0.934 1.461  -0.793
C 3.068 -0.045 -0.119  0.666
C -0.938 -0.735 -0.826  -1.103
N 1.882 -0.443 -0.149  -0.402
O 3.970 0.747 0.044  -0.742
O 3.112 -1.393 -0.421  -0.563
O -1.275 1.909 -0.795  -0.643
S -0.795 0.956 0.215  0.332
H -2.865 0.308 1.502  0.119
H -1.420 0.649 2.442  0.082
H -1.151 -1.761 -0.491  0.283
H -1.603 -0.476 -1.549  0.409
H 0.002 -0.649 -1.314  0.355



Record 4
A 2-piece molecular cluster, C3H5NO4 overall at a distorted geometry. Source: the Open Molecules 2025 dataset; level of theory: ωB97M-V/def2-TZVPD.

Values from the calculation:
- SMILES = O=C[C@H]1CO1.O=NO
- ΔE to the lowest compared entry with this formula, charge and spin (kcal per mole) = 141.3
- LUMO (eV) = 0.2
- HOMO energy (eV) = -10.00
- energy (Eh) = -472.8442
- M (g/mol) = 119.08

Last column: Mulliken charge in e.
Positions of all 13 atoms, in Å:
O -0.291 0.811 -1.347  -0.428
C 0.282 0.355 -0.408  -0.133
C 1.360 -0.648 -0.232  0.316
C 2.718 -0.167 -0.344  -0.402
O 2.103 -0.563 0.918  -0.425
H 0.227 0.890 0.609  0.254
H 1.155 -1.597 -0.716  0.342
H 3.669 -0.728 -0.432  0.263
H 2.795 0.902 -0.405  0.217
O -2.747 -1.009 -0.049  -0.276
N -3.021 0.122 0.177  0.297
O -4.146 0.343 0.982  -0.417
H -4.105 1.291 1.246  0.393



Record 5
A 2-piece molecular cluster, C3H5NO4 overall at a distorted geometry. Source: the Open Molecules 2025 dataset; level of theory: ωB97M-V/def2-TZVPD.

Values from the calculation:
- ΔE to the lowest compared entry with this formula, charge and spin (kcal per mole) = 159.6
- LUMO (spin up / spin down) (eV) = -1.3 / -1.4
- HOMO energy (spin up / spin down) (eV) = -9.29 / -9.01
- energy (Eh) = -472.8151
- M (g/mol) = 119.08

Last column: Mulliken charge in e.
Positions of all 13 atoms, in Å:
C 0.406 -1.757 0.636  -0.049
C -0.192 1.964 0.796  -0.753
C 0.399 -0.395 0.237  0.247
N -0.466 -0.826 -1.737  0.632
O 0.238 -1.341 -2.537  -0.466
O 1.362 -2.491 0.345  -0.459
O -1.624 -0.487 -1.790  -0.474
O -0.459 0.561 0.637  -0.330
H -0.666 -2.211 0.923  0.250
H -0.609 2.599 0.075  0.298
H 0.829 2.056 0.812  0.384
H -0.458 2.233 1.790  0.298
H 1.238 0.095 -0.187  0.422



Record 6
A 2-piece molecular cluster, C3H5NO4 overall at a distorted geometry. Source: the Open Molecules 2025 dataset; level of theory: ωB97M-V/def2-TZVPD.

Values from the calculation:
- SMILES = OC=C(O)O.N=C=O
- ΔE to the lowest compared entry with this formula, charge and spin (kcal per mole) = 94.0
- LUMO (eV) = -0.1
- HOMO energy (eV) = -8.57
- energy (Eh) = -472.9196
- M (g/mol) = 119.08

Last column: Mulliken charge in e.
Positions of all 13 atoms, in Å:
O 1.077 1.929 -1.356  -0.464
C 0.901 1.172 -0.349  0.039
C 0.529 -0.141 -0.189  0.127
O 0.330 -1.365 -0.808  -0.453
O 0.774 -0.554 1.104  -0.502
H 1.141 1.498 -2.150  0.275
H 1.260 1.562 0.653  0.289
H 0.705 -1.281 -1.649  0.286
H 1.455 -1.213 1.319  0.281
N -2.067 -0.653 0.102  -0.585
C -2.223 -0.204 1.233  0.621
O -2.780 0.190 2.215  -0.455
H -1.099 -0.940 -0.124  0.542



Record 7
A 2-piece molecular cluster, C3H5NO4 overall at a distorted geometry. Source: the Open Molecules 2025 dataset; level of theory: ωB97M-V/def2-TZVPD.

Values from the calculation:
- SMILES = C=CC(=O)O.O=NO
- ΔE to the lowest compared entry with this formula, charge and spin (kcal per mole) = 86.6
- LUMO (eV) = 0.5
- HOMO energy (eV) = -10.23
- energy (Eh) = -472.9314
- M (g/mol) = 119.08

Last column: Mulliken charge in e.
Positions of all 13 atoms, in Å:
C -1.517 -1.393 -0.488  -0.639
C -1.441 -0.316 0.281  -0.213
C -0.648 0.861 -0.109  0.727
O 0.141 0.918 -1.020  -0.566
O -0.879 1.911 0.694  -0.484
H -2.087 -2.258 -0.203  0.274
H -1.004 -1.427 -1.433  0.267
H -1.945 -0.237 1.231  0.313
H -0.343 2.673 0.415  0.339
O 1.664 -1.350 0.791  -0.316
N 1.987 -0.220 0.628  0.290
O 2.975 -0.059 -0.331  -0.362
H 3.098 0.896 -0.457  0.371



Record 8
C3H5NO4 as an isolated structure at a distorted geometry. Source: the Open Molecules 2025 dataset; level of theory: ωB97M-V/def2-TZVPD.

Values from the calculation:
- ΔE to the lowest compared entry with this formula, charge and spin (kcal per mole) = 167.6
- LUMO (eV) = 0.5
- HOMO energy (eV) = -9.74
- energy (Eh) = -472.8024
- M (g/mol) = 119.08

Last column: Mulliken charge in e.
Positions of all 13 atoms, in Å:
C 1.670 -0.126 -0.101  0.531
C -1.440 -0.615 -0.157  -0.078
C -0.381 1.465 0.009  -0.073
H 1.437 -1.969 0.113  0.355
H -2.095 -1.415 -0.785  0.271
H -1.938 -0.300 1.105  0.198
H -0.221 2.458 -0.685  0.219
H -0.877 1.604 0.854  0.322
N 0.760 -1.155 -0.181  -0.223
O 2.883 -0.262 -0.389  -0.581
O -0.307 -1.232 0.540  -0.196
O -0.681 0.415 -0.902  -0.352
O 1.190 1.130 0.578  -0.393